P | {
  "formula": "C3H6NOS",
  "method": "the ωB97M-V functional and the def2-TZVPD basis",
  "smiles": "[NH3+][C@H]1CSC1=O",
  "multiplicity": 1,
  "total_charge": 1,
  "homo_energy_ev": -14.013,
  "symbols": ["N", "C", "C", "S", "C", "O", "H", "H", "H", "H", "H", "H"],
  "positions_angstrom": [[0.151, 0.813, -0.544], [0.201, 0.243, 0.763], [0.218, -1.269, 0.742], [1.582, -1.395, 2.002], [1.734, 0.285, 1.312], [2.616, 0.990, 1.108], [0.858, 1.643, -0.651], [-0.696, 1.291, -0.726], [0.288, 0.187, -1.298], [-0.408, 0.836, 1.465], [-0.830, -1.843, 0.746], [0.699, -1.564, -0.152]],
  "lowdin_charge": [0.220, -0.327, -0.376, 1.012, -0.638, 0.152, 0.238, 0.162, 0.163, 0.179, 0.159, 0.056]
}

Q | {
  "formula": "C3H6NOS",
  "method": "the ωB97M-V functional and the def2-TZVPD basis",
  "multiplicity": 1,
  "total_charge": 1,
  "homo_energy_ev": [-14.180, -14.179],
  "symbols": ["C", "C", "C", "N", "O", "S", "H", "H", "H", "H", "H", "H"],
  "positions_angstrom": [[-0.978, -0.713, -0.989], [0.507, -0.566, -0.492], [1.427, 1.199, 1.504], [-1.724, 0.137, -0.099], [-2.898, -0.069, 0.011], [0.337, 1.201, 0.225], [-0.916, -0.534, -2.065], [-1.384, -1.628, -0.834], [0.830, -1.192, 0.308], [1.381, -0.341, -1.295], [1.634, 2.162, 1.791], [1.782, 0.346, 1.934]],
  "lowdin_charge": [-0.207, -0.253, -0.138, -0.163, 0.143, 1.108, 0.151, 0.098, 0.072, 0.155, 0.010, 0.023]
}

What should be chosen as the least stable of them? Choose Q.

P | {
  "formula": "C4H9BrO2",
  "method": "the ωB97M-V functional and the def2-TZVPD basis",
  "s_squared": 2.01,
  "multiplicity": 3,
  "total_charge": 0,
  "homo_energy_ev": [-7.231, -9.800],
  "symbols": ["C", "C", "C", "C", "O", "O", "Br", "H", "H", "H", "H", "H", "H", "H", "H", "H"],
  "positions_angstrom": [[-0.142, 0.455, -1.286], [1.041, -1.199, 0.200], [-1.295, -0.766, 0.162], [-0.006, 0.022, 0.147], [0.041, 0.960, 1.158], [0.862, 3.165, 2.453], [1.046, 2.536, 1.011], [-0.594, -0.376, -1.828], [-0.839, 1.402, -1.303], [0.880, 0.717, -1.804], [0.942, -1.671, 1.088], [2.026, -0.880, 0.137], [0.827, -1.798, -0.617], [-1.971, -0.057, -0.279], [-1.211, -1.630, -0.412], [-1.606, -0.880, 1.173]],
  "lowdin_charge": [-0.106, -0.001, -0.075, -0.723, -0.432, -0.633, 1.255, 0.077, 0.123, 0.113, 0.050, 0.056, 0.059, 0.079, 0.069, 0.089]
}

Q | {
  "formula": "C4H9BrO2",
  "method": "the ωB97M-V functional and the def2-TZVPD basis",
  "s_squared": 2.02,
  "multiplicity": 3,
  "total_charge": 0,
  "homo_energy_ev": [-9.487, -9.329],
  "symbols": ["C", "C", "C", "C", "O", "O", "Br", "H", "H", "H", "H", "H", "H", "H", "H", "H"],
  "positions_angstrom": [[-0.426, -1.259, 0.558], [-0.556, 0.815, -0.961], [1.372, 0.442, 0.452], [-0.212, 0.239, 0.389], [-0.703, 0.881, 1.425], [-4.484, 1.153, 1.384], [-2.939, 1.083, 1.902], [0.006, -2.037, -0.053], [-0.155, -1.634, 1.594], [-1.465, -1.639, 0.589], [-0.446, 1.929, -1.115], [-1.547, 0.495, -1.280], [0.084, 0.337, -1.589], [1.881, -0.404, 0.201], [1.652, 1.340, -0.128], [1.640, 0.649, 1.508]],
  "lowdin_charge": [-0.062, -0.043, 0.008, -0.769, -0.258, -0.726, 1.107, 0.073, 0.107, 0.076, 0.120, 0.088, 0.045, 0.044, 0.093, 0.096]
}

What should be chosen as the least stable of them? Choose P.

P | {
  "formula": "C2H4ClN2",
  "method": "the ωB97M-V functional and the def2-TZVPD basis",
  "multiplicity": 1,
  "total_charge": 1,
  "homo_energy_ev": -14.925,
  "symbols": ["C", "C", "N", "N", "Cl", "H", "H", "H", "H"],
  "positions_angstrom": [[1.472, 0.004, -0.448], [-0.566, 0.662, -0.007], [0.237, -0.566, -0.052], [-0.251, -1.705, -0.066], [2.588, 0.486, 0.461], [-1.599, 0.526, -0.382], [-0.735, 0.862, 1.048], [0.085, 1.402, -0.506], [-1.230, -1.670, -0.047]],
  "lowdin_charge": [-0.503, 0.011, -0.286, 0.280, 1.041, 0.138, 0.123, 0.103, 0.092]
}

Q | {
  "formula": "C2H4ClN2",
  "method": "the ωB97M-V functional and the def2-TZVPD basis",
  "smiles": "CN=C=[NH+]Cl",
  "multiplicity": 1,
  "total_charge": 1,
  "homo_energy_ev": -15.471,
  "symbols": ["C", "N", "C", "N", "Cl", "H", "H", "H", "H"],
  "positions_angstrom": [[1.636, 0.479, 0.022], [0.413, -0.012, -0.144], [-0.645, -0.489, -0.109], [-1.855, -0.829, -0.031], [-3.068, 0.418, 0.078], [1.942, 0.215, 1.045], [2.440, 0.455, -0.777], [1.447, 1.514, -0.231], [-2.309, -1.750, 0.147]],
  "lowdin_charge": [-0.040, 0.142, -0.120, -0.300, 0.745, 0.134, 0.151, 0.128, 0.160]
}

What should be chosen as the least stable of them? Choose P.